Entry 1:
Here is one molecule with the formula C2HFO at a distorted geometry from OMol25. Energies are from the ωB97M-V functional and the def2-TZVPD basis.

- 2S+1 = 1
- SMILES string = FC1=CO1
- E_HOMO (spin up / spin down) (eV) = -8.715 / -8.660
- molecular weight (g mol⁻¹) = 60.03
- frontier orbital gap (spin up / spin down) (eV) = 8.39 / 8.29
- LUMO energy (spin up / spin down) (eV) = -0.325 / -0.367

Geometry as XYZ:
```
5
Properties=species:S:1:pos:R:3:forces:R:3:lowdin_charge:R:1
F -1.692175 0.523483 0.063362 -1.974 1.201 1.139 0.13
C -0.540176 0.371476 -0.435643 2.040 -0.120 -1.131 -0.19
C 0.646494 0.005007 0.110172 -4.365 -0.894 -0.728 -0.04
O -0.051688 -1.117624 0.004806 1.995 -0.488 0.168 0.01
H 1.637547 0.217658 0.257303 2.305 0.302 0.552 0.09
```
Positions in Å, forces in eV/Å.

=====

Entry 2:
Here is C35H39GaN5 as an isolated structure at a distorted geometry from OMol25. Energies are from the ωB97M-V functional and the def2-TZVPD basis.

- 2S+1 = 1
- E_HOMO (spin up / spin down) (eV) = -1.723 / -1.799
- total charge = -1
- molecular weight (g mol⁻¹) = 599.45
- frontier orbital gap (spin up / spin down) (eV) = 4.00 / 4.09
- LUMO energy (spin up / spin down) (eV) = 2.282 / 2.294

Geometry as XYZ:
```
80
Properties=species:S:1:pos:R:3:forces:R:3:lowdin_charge:R:1
Ga 0.504530 -0.296513 -1.328282 0.249 0.284 1.903 0.79
N -0.229660 4.111216 -1.390457 0.651 -0.408 -1.486 0.09
N -1.516465 -1.747926 -3.149469 0.726 3.595 2.797 -0.03
C 0.135888 -1.007224 1.854650 0.268 1.544 -0.181 -0.27
C -1.143538 -0.597880 2.289900 0.453 1.429 -0.758 -0.26
C -1.225849 0.820519 2.182962 0.763 -1.125 -0.255 -0.26
C -2.366576 1.691906 2.532369 -0.334 0.144 0.067 -0.08
H -3.201042 1.065540 2.865538 -0.088 0.377 0.038 0.05
H -2.693031 2.287820 1.662918 -0.068 -0.050 0.289 0.07
H -2.079712 2.386360 3.340275 -0.326 -0.094 -0.182 0.07
C -0.003726 1.297693 1.698140 0.853 -0.428 0.769 -0.30
C 0.256229 2.685677 1.316497 -0.279 0.740 2.900 -0.06
H -0.579117 3.448617 1.334868 1.157 -0.916 0.337 0.10
H 0.460962 2.611081 0.070659 0.374 -0.538 -0.019 -0.03
H 1.265670 3.027798 1.610528 -0.436 0.379 -0.150 0.08
C 0.878604 0.163582 1.497344 -1.433 0.225 0.221 -0.31
C 2.326586 0.180541 1.145849 0.403 0.127 0.336 -0.11
H 2.587466 0.836892 0.301069 -0.127 -0.307 0.362 0.02
H 2.673886 -0.829861 0.880463 0.023 0.307 0.095 0.05
H 2.898436 0.521403 2.030002 0.214 -0.059 -0.329 0.08
C -2.205694 -1.446996 2.838181 -0.100 -0.359 0.296 -0.08
H -1.996064 -1.621385 3.903539 -0.365 -0.349 0.008 0.08
H -2.236466 -2.402058 2.303508 -0.241 -0.092 0.227 0.05
H -3.168107 -0.936974 2.748298 -0.083 -0.325 0.073 0.06
C 0.648781 -2.394959 1.834420 -0.197 -0.395 0.226 -0.06
H 1.703703 -2.443326 1.542790 -0.190 -0.084 0.018 0.06
H 0.069526 -3.003960 1.126949 0.211 -0.085 0.266 0.05
H 0.548939 -2.836499 2.838690 0.102 -0.200 -0.204 0.08
C -0.524932 5.030186 -2.295144 -0.101 -0.207 -1.227 -0.17
H -0.292782 6.061552 -1.925487 -0.631 -0.690 -0.792 0.10
C -1.021046 4.691805 -3.609740 0.537 0.812 1.437 -0.11
H -1.243764 5.477373 -4.343066 0.082 -0.432 0.356 0.07
C -1.232000 3.335480 -3.881441 0.007 -0.649 -0.146 -0.13
H -1.634485 2.998323 -4.822514 -0.279 0.314 -0.389 0.09
C -0.905360 2.329194 -2.985362 0.821 1.575 0.622 -0.05
H -1.080617 1.246960 -3.068262 -0.032 0.587 -0.499 0.09
C -0.287214 2.782736 -1.781916 -2.322 1.478 -0.887 -0.38
C 0.035417 1.913920 -0.770167 -1.532 -4.803 -1.620 -0.20
H -0.913808 1.264345 -0.510170 1.566 1.685 0.368 0.11
C -0.496412 -1.964410 -2.248632 -1.402 -1.941 -3.183 -0.27
C -2.478771 -2.669994 -3.007333 1.410 -2.316 -0.770 -0.19
H -3.494131 -2.549105 -3.359580 0.224 -0.192 -0.454 0.08
C -1.863798 -3.780348 -2.456175 -0.335 0.906 0.306 -0.12
H -2.102134 -4.814994 -2.539954 -0.212 -0.244 0.271 0.09
N -0.668077 -3.344028 -1.896705 0.750 1.003 0.073 -0.04
C 0.198178 -4.180691 -1.113985 0.481 -0.945 0.060 -0.12
C -0.428303 -5.134555 -0.274619 0.303 0.393 -0.690 -0.21
C 0.328434 -6.152933 0.294380 -0.299 0.524 0.035 -0.02
H -0.193694 -6.935027 0.837669 0.077 0.118 0.175 0.11
C 1.708113 -6.159640 0.234405 -0.166 0.538 -0.487 -0.29
C 2.460310 -7.169507 0.999256 0.221 -0.329 0.205 -0.06
H 3.349514 -6.723968 1.426198 0.248 -0.038 0.213 0.08
H 2.758871 -8.012081 0.386055 0.126 -0.248 -0.154 0.08
H 1.816314 -7.532449 1.788654 0.095 -0.260 0.350 0.07
C 2.346813 -5.189281 -0.524084 -0.436 0.245 -0.130 -0.01
H 3.434646 -5.199576 -0.611373 -0.217 0.042 0.035 0.12
C 1.624555 -4.228591 -1.238912 -1.044 0.042 -0.352 -0.18
C 2.381685 -3.349388 -2.197246 0.449 0.075 -0.093 -0.06
H 1.765226 -3.122400 -3.079012 0.209 0.133 0.321 0.07
H 3.296125 -3.876295 -2.530956 -0.411 0.199 0.108 0.08
H 2.723876 -2.416677 -1.708615 -0.369 -0.202 -0.295 0.07
C -1.896628 -5.081154 0.027837 -0.587 -0.671 0.378 -0.05
H -2.518073 -5.336448 -0.850557 0.221 0.298 0.874 0.06
H -2.209958 -4.104198 0.459133 0.186 -0.578 -0.463 0.10
H -2.072430 -5.873874 0.771595 -0.188 0.397 -0.018 0.07
N 2.814930 1.034777 -4.506830 -0.006 0.359 -1.082 0.12
C 2.092571 0.152786 -3.783596 0.416 1.228 1.610 -0.11
N 2.053720 0.559234 -2.508312 -0.386 -0.592 -1.438 0.03
C 2.741345 1.785975 -2.413896 -0.215 -0.681 0.212 -0.19
C 3.108981 2.613722 -1.334826 0.421 0.244 -0.064 0.02
C 4.164881 3.513249 -1.552024 -0.702 -0.382 0.139 -0.07
C 4.685371 3.735777 -2.837985 -0.231 -0.406 -0.922 -0.09
C 4.154656 3.049603 -3.944472 0.594 0.610 0.556 -0.02
C 3.225394 2.060690 -3.673253 0.639 -0.172 -0.469 -0.22
H 2.991204 1.062110 -5.506667 -0.265 -0.367 0.440 0.16
H 1.612298 -0.744292 -4.168577 0.145 0.273 0.136 0.13
H 2.590369 2.559942 -0.378789 0.414 -0.111 -0.288 0.09
H 4.597497 4.044139 -0.699267 -0.354 -0.042 -0.331 0.11
H 5.518055 4.428679 -2.977579 -0.368 -0.118 0.016 0.10
H 4.463097 3.191950 -4.978056 0.269 0.200 0.287 0.10
```
Positions in Å, forces in eV/Å.

=====

Entry 3:
Here is C57H48BrIrN4O2PSi as an isolated structure at a distorted geometry from OMol25. Energies are from the ωB97M-V functional and the def2-TZVPD basis.

- 2S+1 = 2
- E_HOMO (spin up / spin down) (eV) = -12.445 / -12.451
- total charge = +2
- ⟨S²⟩ = 0.792
- molecular weight (g mol⁻¹) = 1152.22
- frontier orbital gap (spin up / spin down) (eV) = 5.30 / 5.32
- LUMO energy (spin up / spin down) (eV) = -7.142 / -7.132

Geometry as XYZ:
```
115
Properties=species:S:1:pos:R:3:forces:R:3:mulliken_spin:R:1
Ir -0.279428 -0.096249 -0.333550 -0.439 -0.164 1.454 0.00
Br 0.298772 6.763751 -6.850350 0.335 -0.076 0.372 0.03
C 1.379872 6.458851 -5.325850 -0.286 0.123 -0.240 0.19
C 1.519572 7.467751 -4.371250 -0.090 0.000 -0.221 -0.08
C 2.259072 7.237751 -3.240950 0.214 -0.167 0.200 0.16
C 2.866972 5.977451 -3.030150 -0.855 -0.185 -1.128 0.01
C 2.727172 4.969151 -4.022350 0.112 0.100 0.374 0.14
C 1.995572 5.219151 -5.154350 -0.048 -0.012 -0.155 -0.09
N 3.512872 5.768551 -1.887850 0.865 -0.207 1.211 0.41
N 4.010272 4.752851 -1.354250 0.381 0.130 -0.106 0.13
C 3.406272 3.680651 -0.870350 -0.678 0.630 -0.235 0.05
C 4.202572 2.577451 -0.485250 -0.132 -0.622 0.082 0.01
C 3.649372 1.335451 -0.308650 0.515 0.179 0.015 0.00
C 2.262772 1.121651 -0.467250 -0.148 -2.377 0.303 0.01
O 1.729572 -0.069149 -0.364750 1.469 2.260 -0.311 0.00
C 1.427672 2.244551 -0.695750 -1.088 1.955 -0.408 0.01
N 0.088172 2.015651 -0.750650 0.373 0.816 0.285 0.00
C -0.727528 3.042451 -0.914850 -0.080 -0.207 -0.185 -0.01
C -0.287728 4.352551 -1.012250 0.784 0.204 0.027 -0.01
C 1.071072 4.614351 -0.936850 -0.820 0.133 -0.004 0.02
C 1.964272 3.552551 -0.833550 -0.215 -1.178 -0.137 -0.01
H 1.044572 8.423051 -4.532050 -0.030 0.066 0.018 0.00
H 2.369672 7.997851 -2.483250 0.054 0.114 0.044 0.00
H 3.191072 4.004451 -3.867850 0.079 -0.023 -0.053 0.00
H 1.889972 4.462451 -5.916950 -0.006 -0.059 -0.027 0.00
H 5.265172 2.733051 -0.383350 0.149 -0.019 -0.080 0.00
H 4.268272 0.486951 -0.068850 0.080 -0.147 0.018 0.00
H -1.787628 2.833051 -0.934250 0.040 -0.048 0.028 0.00
H -1.003628 5.144851 -1.141750 -0.108 0.184 0.087 0.00
H 1.420772 5.633751 -0.926250 -0.013 0.032 -0.093 0.01
C -3.178228 -1.649749 -3.037750 -0.058 0.272 0.076 0.00
C -2.831428 -0.167649 -2.970150 0.154 -0.131 0.321 0.00
C -1.393228 0.098351 -3.408150 -0.543 0.244 0.025 0.00
C -3.095328 0.502551 -1.611950 -0.372 0.383 -0.510 0.00
C -4.561528 0.442851 -1.165450 0.095 -0.193 -0.686 0.00
O -4.474228 0.355751 0.249150 -0.085 0.090 0.428 0.00
C -3.218428 0.076951 0.588550 0.512 -0.067 -0.620 0.00
N -2.369528 0.037651 -0.397550 0.032 -0.117 0.661 0.00
C -3.053728 -0.066249 2.041250 -0.078 -0.023 0.626 0.00
C -4.251828 -0.293849 2.738450 0.056 -0.016 -0.155 0.00
C -4.312528 -0.288449 4.115750 0.138 -0.015 0.046 0.00
C -3.168928 -0.019649 4.851150 -0.024 -0.023 -0.113 0.00
C -1.974828 0.184551 4.187850 0.061 0.032 -0.087 0.00
C -1.887428 0.137351 2.797250 0.045 0.106 -0.439 0.00
P -0.182328 0.345951 2.170050 -0.786 -1.654 -1.213 0.00
C 0.748972 -0.908349 3.093150 0.181 0.082 -0.413 0.00
C 0.129072 -2.016649 3.663350 -0.161 0.236 -0.014 0.00
C 0.879072 -2.943449 4.364350 0.117 -0.049 0.030 0.00
C 2.250372 -2.784849 4.485950 -0.109 0.048 -0.068 0.00
C 2.879672 -1.702249 3.889650 -0.008 0.126 0.012 0.00
C 2.136572 -0.773249 3.185050 -0.106 0.006 0.083 0.00
C 0.315372 1.924651 2.941150 0.220 0.072 -0.882 0.00
C 1.131472 2.013051 4.066550 -0.020 -0.210 -0.028 0.00
C 1.499172 3.253351 4.558250 -0.016 0.122 0.052 0.00
C 1.088372 4.413451 3.922150 -0.058 -0.058 -0.048 0.00
C 0.260472 4.330651 2.812250 -0.061 0.048 -0.012 0.00
C -0.139828 3.095751 2.339650 -0.019 -0.048 -0.083 0.00
H -2.965628 -2.016549 -4.038050 0.062 -0.140 -0.071 0.00
H -4.235328 -1.820849 -2.852350 -0.088 -0.104 0.044 0.00
H -2.591328 -2.229849 -2.333250 0.027 -0.067 0.024 0.00
H -3.496928 0.361751 -3.665950 0.113 0.029 0.053 0.00
H -0.688728 -0.265549 -2.643250 0.338 -0.200 0.119 0.00
H -1.228428 1.163451 -3.563950 0.147 0.097 0.085 0.00
H -1.171528 -0.422049 -4.335650 0.206 -0.143 0.044 0.00
H -2.812128 1.553151 -1.757550 -0.053 -0.130 0.026 0.00
H -5.078328 -0.449549 -1.536050 0.101 0.158 0.089 0.00
H -5.141128 1.328251 -1.429450 0.099 -0.100 0.055 0.00
H -5.153628 -0.465749 2.174850 -0.054 -0.019 0.011 0.00
H -5.252528 -0.476049 4.610450 -0.082 -0.005 0.041 0.00
H -3.201328 0.026551 5.927450 -0.008 -0.008 0.135 0.00
H -1.075328 0.381451 4.755750 -0.025 -0.018 0.088 0.00
H -0.939728 -2.148649 3.574150 0.004 -0.061 0.012 0.00
H 0.386672 -3.792149 4.814850 -0.031 -0.071 0.024 0.00
H 2.830972 -3.506949 5.035550 0.081 -0.106 0.091 0.00
H 3.947272 -1.579349 3.982550 0.119 -0.002 -0.024 0.00
H 2.624372 0.071951 2.715550 0.107 0.027 -0.001 0.00
H 1.475172 1.122851 4.568750 0.036 -0.044 0.034 0.00
H 2.114972 3.314551 5.441950 0.070 -0.024 0.079 0.00
H 1.395272 5.376951 4.297650 0.043 0.091 0.043 0.00
H -0.075028 5.226951 2.313550 -0.085 0.122 0.011 0.00
H -0.820928 3.032351 1.501850 0.018 0.050 0.034 0.00
C -3.102828 -4.696749 2.328650 0.030 -0.074 0.057 0.00
C -3.553928 -3.820949 1.355850 -0.139 0.112 0.036 0.00
C -2.647628 -3.128249 0.573750 0.064 -0.077 0.071 0.00
C -1.276828 -3.301949 0.744750 0.954 -0.050 -0.954 0.00
C -0.834328 -4.188149 1.722750 -0.204 -0.098 -0.117 0.00
C -1.741928 -4.884849 2.500950 0.004 0.005 0.201 0.00
Si 0.037772 -2.536849 -0.441250 -0.642 -0.170 1.055 0.02
C -0.179328 -3.206449 -2.226050 -0.192 0.425 0.805 0.00
C 0.608072 -2.749449 -3.280650 -0.156 -0.071 0.152 0.00
C 0.564972 -3.375249 -4.513850 0.069 0.084 -0.066 0.00
C -0.259028 -4.473349 -4.705050 -0.062 -0.012 0.014 0.00
C -1.049628 -4.933349 -3.663250 -0.018 -0.082 -0.101 0.00
C -1.018028 -4.300749 -2.433750 0.157 0.113 -0.024 0.00
C 1.733372 -3.309749 0.027050 -0.863 0.626 -0.326 0.00
C 1.918672 -4.644649 -0.339750 0.014 0.131 0.149 0.00
C 3.102372 -5.293449 -0.041850 -0.068 -0.166 -0.082 0.00
C 4.122372 -4.621349 0.611550 0.102 0.044 0.039 0.00
C 3.948672 -3.296749 0.972750 0.053 -0.059 -0.033 0.00
C 2.763172 -2.646949 0.675350 0.066 -0.043 0.025 0.00
H -3.806328 -5.241549 2.938050 -0.092 -0.087 0.053 0.00
H -4.612628 -3.686749 1.196950 -0.173 0.006 0.007 0.00
H -3.016328 -2.462049 -0.189950 -0.065 0.029 -0.179 0.00
H 0.224772 -4.347049 1.861650 0.077 -0.086 -0.002 0.00
H -1.380628 -5.583249 3.237950 0.013 -0.142 0.168 0.00
H 1.268072 -1.906949 -3.130350 0.194 0.111 -0.007 0.00
H 1.187172 -3.013549 -5.318550 0.054 -0.002 -0.115 0.00
H -0.280628 -4.973549 -5.660150 -0.002 -0.055 -0.119 0.00
H -1.683728 -5.794749 -3.800850 -0.087 -0.112 -0.071 0.00
H -1.633328 -4.670449 -1.627150 -0.097 -0.074 0.113 0.00
H 1.130872 -5.179249 -0.852150 -0.028 -0.083 -0.069 0.00
H 3.222672 -6.325749 -0.331750 0.086 -0.121 -0.007 0.00
H 5.053572 -5.123249 0.825650 0.072 -0.073 0.041 0.00
H 4.737472 -2.763649 1.479650 0.177 0.050 0.083 0.00
H 2.645572 -1.611049 0.939250 0.033 -0.031 0.034 0.00
```
Positions in Å, forces in eV/Å.

=====

Computed DFT total energy, in the same sequence as the records: -6849.6615; -96747.3616; -159977.8550 eV.